(1)
17
Properties=species:S:1:pos:R:3 method="wB97M-V/def2-TZVPD" de_lowest_kcal_mol=62.81 homo_lumo_gap_ev=10.515 smiles="O=CCO.C=CC"
H 2.12 0.19 0.81
C 1.83 -0.53 0.03
H 1.33 -1.39 0.47
H -0.91 1.34 1.53
O 2.95 -1.01 -0.67
H -1.37 2.17 0.01
H 3.38 -0.23 -1.03
H -2.62 1.45 1.07
H -2.30 0.04 -0.92
H -1.34 -2.05 -0.05
C -1.61 1.34 0.69
C -1.22 -1.11 0.47
H 0.53 -0.57 -1.77
C -1.68 0.03 -0.03
O 0.69 1.32 -1.05
H -0.70 -1.11 1.43
C 0.92 0.13 -1.00

---

(2)
73
Properties=species:S:1:pos:R:3 method="wB97M-V/def2-TZVPD" de_lowest_kcal_mol=23.05 homo_lumo_gap_ev="4.557 / 5.463" total_charge=-2 multiplicity=2
S 1.20 -1.40 -3.75
H 0.81 4.82 -0.23
O -2.34 0.31 -1.81
C 2.96 -3.01 -2.29
C 4.58 -2.25 -0.11
H 3.27 -2.42 -4.34
C 0.70 -2.68 1.30
O -3.41 2.15 -1.13
O -7.70 -0.19 0.65
S 2.02 -1.58 0.75
H 2.71 4.01 -1.58
C 0.03 -3.47 0.18
C -5.56 -0.59 1.34
N -3.12 0.90 -0.97
C -3.67 0.17 0.09
H 5.37 -3.01 -0.14
H 0.27 3.81 3.48
H 4.44 1.87 2.86
Sb -2.31 2.63 -3.42
C -0.34 -2.36 -3.76
H 3.83 4.31 -0.24
O -1.44 -1.36 3.40
H -0.02 -2.01 1.77
H 1.10 -3.34 2.07
C -2.71 -0.43 1.01
N -6.97 -0.73 1.48
H -0.97 3.10 0.76
H 2.00 -3.63 -4.13
H 3.74 -2.95 1.73
O -7.42 -1.38 2.42
C 1.72 4.49 0.28
C -0.55 -3.29 -2.57
S -1.14 1.23 -4.81
H -0.50 1.92 1.98
H -1.11 -1.58 -3.79
Rb -0.19 0.85 -1.17
C -5.02 0.15 0.27
C 2.46 2.54 2.28
H 0.29 -3.99 -2.46
C 3.88 2.09 1.95
H 3.86 1.19 1.33
S 4.19 -1.76 -1.82
H -0.74 -4.11 0.62
H 1.97 1.77 2.88
H 2.14 -2.92 -1.58
O -1.48 -0.30 0.83
C 2.45 -2.73 -3.70
H 3.00 5.66 -1.02
H -5.15 -1.75 3.09
O -3.20 -2.37 4.04
H -0.23 4.97 2.23
H 3.04 -3.72 0.30
H -1.43 3.96 3.04
C 2.89 4.62 -0.70
C 3.41 -2.77 0.71
H 3.43 -3.99 -2.23
H -0.38 -2.92 -4.69
N -2.61 -1.66 3.23
H 0.74 -4.11 -0.34
C -0.41 3.98 2.64
C -0.26 2.90 1.57
C -4.73 -1.21 2.25
H 4.98 -1.35 0.35
S -0.75 -2.34 -1.03
S -0.96 4.16 -2.37
P 1.40 2.73 0.76
H 2.48 3.47 2.85
H -5.67 0.66 -0.42
H 1.87 5.11 1.16
C -3.35 -1.10 2.15
H -1.46 -3.87 -2.74
H 4.43 2.86 1.40
S -4.36 3.26 -4.16

---

(3)
48
Properties=species:S:1:pos:R:3 method="wB97M-V/def2-TZVPD" homo_lumo_gap_ev=7.756 total_charge=+1
C -2.92 -5.54 0.06
C 1.67 -0.59 -2.92
Cl 0.08 -2.99 0.81
H 3.75 -1.04 2.01
C 3.97 4.31 -0.43
Cl 4.59 2.01 -1.71
C 1.29 3.60 -0.13
C -1.67 -5.03 0.40
C 1.94 0.02 -5.24
C 3.07 5.19 0.19
H 2.81 1.11 1.24
C 2.28 0.34 -0.69
C -1.49 -3.65 0.40
Cl 5.61 4.75 -0.63
C 3.52 3.08 -0.89
C 3.33 -0.97 1.01
C 2.78 -1.96 -1.10
Cl 3.62 6.71 0.76
H -1.52 -1.15 -2.34
H -0.36 -2.18 -1.87
H -1.31 -0.64 -4.55
C 2.48 -0.21 -3.98
C 2.24 -0.76 -1.55
H 2.78 -2.81 -1.77
H 2.58 0.32 -6.06
H 3.54 -0.08 -3.82
C -3.76 -3.29 -0.25
H 3.76 -3.00 0.49
C -2.51 -2.75 0.10
N -0.54 -1.20 -2.05
C 1.73 4.84 0.32
H 0.14 0.07 -6.41
O -2.33 -1.44 0.12
Sn -0.61 -0.35 0.16
C 0.57 -0.12 -5.44
C 2.19 2.71 -0.71
C 3.33 -2.07 0.17
Cl -3.17 -7.24 0.04
Cl -5.01 -2.20 -0.66
C -0.24 -0.51 -4.39
C -3.96 -4.67 -0.26
Cl -0.37 -6.07 0.79
Cl -5.50 -5.29 -0.69
Cl -0.37 3.17 -0.01
Cl 0.62 5.92 1.04
C 0.31 -0.75 -3.15
C 2.80 0.24 0.59
O 1.72 1.51 -1.19

---

(4)
113
Properties=species:S:1:pos:R:3 method="wB97M-V/def2-TZVPD" de_lowest_kcal_mol=28.94 homo_lumo_gap_ev=6.134 total_charge=-2
H -1.59 -2.54 -4.28
H 0.17 -4.79 3.17
H 1.13 -3.25 -1.03
C 0.47 3.08 2.38
H 5.32 2.95 -4.99
H 0.49 -3.87 -4.22
H 5.94 3.94 3.82
C 3.88 1.34 3.04
C -2.45 4.42 -3.82
C -5.81 -4.46 -0.26
C 2.18 -3.22 2.16
H 2.50 -0.61 -2.31
C -4.21 -3.57 -1.81
H -3.82 2.97 2.51
C -0.13 3.99 0.22
P 0.56 1.43 -2.04
O -1.69 1.03 2.19
H 2.22 -2.01 0.53
H -1.67 -3.74 0.05
C 5.05 2.62 5.31
H 2.83 5.24 1.29
C -3.84 -2.60 -0.88
H 2.22 -4.42 -0.28
C -1.73 2.49 -2.58
H 0.45 -5.33 1.07
C 1.36 -3.76 -0.10
C 5.66 3.18 6.51
C -0.40 3.17 1.31
H 4.93 2.84 1.91
C -0.38 2.72 -2.97
S 3.22 0.58 1.66
H 3.43 1.88 -6.17
H -0.50 -2.09 3.82
H 0.93 4.00 -4.11
C -1.14 4.65 -4.17
C -2.79 3.31 -3.01
H -4.72 -1.45 2.05
C -0.69 -2.12 -3.86
S -5.62 -5.83 -2.64
C 5.31 3.07 4.00
C 4.17 1.53 5.45
C 1.62 -2.32 -3.26
C 1.60 -1.03 -2.75
H -4.96 3.46 -2.94
N -0.95 -3.81 0.75
H 5.21 3.29 -2.55
H -6.58 -5.19 -0.05
C 4.45 2.64 -4.44
C -4.45 -2.57 0.38
H -3.22 5.10 -4.16
C -3.12 1.00 -1.43
H -3.50 -0.88 1.05
H -5.93 -3.47 1.64
H -1.20 -4.22 4.11
C 4.38 2.83 -3.07
H 1.44 1.16 -4.90
O -4.93 -5.50 -3.88
C -0.63 -4.04 3.19
C -5.45 -3.50 0.66
H 3.95 1.19 6.45
H -0.81 4.03 -0.62
C 1.41 -2.66 3.37
H 2.53 -2.90 -3.22
C 0.44 -0.25 -2.80
S -1.91 2.19 1.29
H -3.34 0.12 -0.83
C 3.61 0.92 4.36
H -2.28 3.55 3.24
O -7.07 -5.77 -2.72
C 3.25 2.43 -2.36
H -3.75 -3.63 -2.79
C -1.82 1.36 -1.74
C 2.18 1.82 -3.00
C 1.62 3.84 2.38
H 1.26 5.37 -0.63
H -0.90 5.50 -4.79
C -1.57 -4.25 2.00
C -0.71 -0.82 -3.36
C 3.38 2.03 -5.10
C 4.74 2.46 2.91
C -4.23 1.75 -1.87
H 0.24 2.41 3.20
C 1.91 4.67 1.30
N 1.63 -2.74 0.90
H -1.61 -0.23 -3.41
C 0.47 -2.87 -3.82
H 6.84 4.19 5.40
H 2.13 -4.31 2.18
H -2.46 -3.63 2.14
H 1.69 -1.61 3.48
C -0.08 3.79 -3.77
C -4.09 2.90 -2.62
H 2.32 3.77 3.21
H -2.93 4.33 1.75
C 1.03 4.75 0.23
O 5.36 2.89 7.65
H 1.75 -3.20 4.27
H 3.21 2.56 -1.28
N -0.03 -2.71 3.18
H 3.23 -2.94 2.28
H -5.23 1.42 -1.61
Rb -0.18 -0.41 0.68
H -3.09 -1.86 -1.14
H 2.94 0.07 4.49
O 6.66 4.10 6.34
C 2.27 1.63 -4.38
C -5.18 -4.51 -1.50
O -5.12 -7.03 -1.97
H -0.12 -5.23 -0.59
C -2.83 3.40 2.31
H -1.89 -5.30 1.98
C 0.15 -4.63 0.28
N -4.03 -1.67 1.36

---

(5)
34
Properties=species:S:1:pos:R:3 method="wB97M-V/def2-TZVPD" de_lowest_kcal_mol=59.75 homo_lumo_gap_ev="8.576 / 6.480" total_charge=+1 multiplicity=4
H 2.29 0.10 4.71
H 1.31 -1.92 4.22
C 3.06 0.01 3.94
Co -0.25 -0.09 0.92
O -2.43 -1.98 0.38
C 3.20 -3.07 2.25
C 2.49 0.21 2.54
H 3.27 0.15 1.76
C 0.02 0.53 -0.56
H 4.03 -2.43 2.58
O 0.19 1.01 -1.63
C 0.49 -1.80 3.49
C 2.28 -2.35 1.28
O 0.83 -2.36 -2.12
C 2.65 -0.77 -1.95
H 0.42 -3.86 2.76
H -0.20 -1.05 3.90
C -0.24 -3.11 3.21
C 1.72 -1.64 -2.35
H 3.80 0.80 4.12
H 1.59 -3.04 0.77
C -0.47 1.46 1.78
H 2.03 1.20 2.45
H 3.57 -0.95 4.06
H 2.67 -3.46 3.13
H -1.09 -2.95 2.54
H 2.87 -1.85 0.51
C -1.50 -1.23 0.54
O 3.21 -0.01 -1.21
H -0.62 -3.50 4.15
H 3.65 -3.92 1.72
H 2.59 -1.33 -3.02
P 1.23 -1.01 2.00
O -0.60 2.47 2.36

---

(6)
40
Properties=species:S:1:pos:R:3 method="wB97M-V/def2-TZVPD" homo_lumo_gap_ev=4.743 total_charge=-1
H -4.53 -2.74 1.75
H -4.51 3.97 1.72
C -2.55 3.12 1.62
H -2.28 3.34 2.67
H -2.17 -2.65 0.87
H -2.25 -2.27 2.63
H 4.67 -3.23 -0.51
C 2.15 -3.01 -2.81
H -4.37 -1.49 0.52
C -2.55 -1.94 1.62
Cl 1.68 0.60 1.31
H 4.23 -0.79 -0.37
C -4.06 3.01 1.48
C -4.05 -1.78 1.53
H 1.11 -1.19 -3.34
O -0.03 -1.77 0.98
C 2.32 0.61 -1.78
O -1.95 -0.65 1.40
O 2.05 3.17 -2.38
C 3.90 -2.77 -1.13
H 4.07 1.32 -0.70
C 3.65 -1.40 -1.06
C 0.02 0.61 1.14
H -4.36 2.75 0.45
C 2.63 -0.80 -1.84
O 3.78 3.78 -1.15
H -4.46 2.26 2.16
O -1.97 1.87 1.26
N 3.01 2.90 -1.61
H 1.59 -3.63 -3.50
H -4.42 -1.03 2.24
H 1.41 0.94 -2.26
H -2.15 3.91 0.96
C -0.63 1.90 1.39
Br 3.43 -5.46 -2.05
C 3.19 1.55 -1.29
C 3.17 -3.58 -2.02
O -0.04 2.93 1.70
C 1.89 -1.64 -2.73
C -0.63 -0.72 1.16

---

Number 1: total energy -346.9253 hartree. Number 2: total energy -4865.7044 hartree. Number 3: total energy -5941.8678 hartree. Number 4: total energy -4089.6444 hartree. Number 5: total energy -2528.5668 hartree. Number 6: total energy -4121.5321 hartree.